Entry 1:
The following is a DFT calculation (ωB97M-V with the def2-TZVPD basis set) of a molecular structure, C39H51IN9O2PSScTe in a non-equilibrium geometry.

Structure (XYZ):
```
106
Properties=species:S:1:pos:R:3:forces:R:3
Sc 0.50398 0.26060 0.21112 -0.9 0.3 0.7
C -3.96944 1.22898 -1.51527 0.0 0.1 0.1
C -2.51928 1.11203 -1.16466 -0.2 0.0 0.2
N -2.06549 0.69724 -0.03915 0.6 0.1 -0.1
N -2.95715 0.35261 0.92879 -0.2 0.0 0.1
C -2.57405 0.30058 2.22347 -0.3 -0.2 -0.1
N -3.51415 0.01224 3.10823 0.0 0.2 -0.1
S -0.97680 0.58112 2.67797 0.7 0.2 -0.3
C -1.49323 1.64562 -2.08486 0.1 0.1 -0.1
C -1.85191 2.48077 -3.13148 0.0 0.0 0.0
C -0.86485 3.09884 -3.88722 0.1 0.0 0.0
C 0.45765 2.85667 -3.56788 -0.1 0.0 -0.1
C 0.73247 1.99793 -2.51873 0.1 0.0 0.1
N -0.20382 1.39374 -1.78418 0.2 -0.1 0.2
H -4.36460 2.19314 -1.17848 0.0 0.0 0.0
H -4.56792 0.43326 -1.07460 0.0 0.0 -0.1
H -4.11517 1.16171 -2.58964 0.0 0.0 0.0
H -3.94811 0.38436 0.72131 0.0 -0.1 -0.1
H -4.47931 -0.15717 2.85151 0.0 -0.2 0.0
H -3.28143 -0.00199 4.08772 0.0 0.0 0.0
H -2.89046 2.68180 -3.34605 0.0 0.0 0.0
H -1.13277 3.75924 -4.70096 0.0 0.0 0.0
H 1.26385 3.31436 -4.12390 0.0 0.0 0.0
H 1.75792 1.78279 -2.25220 0.0 0.0 0.0
N 2.04589 2.48641 5.56428 0.0 0.1 0.0
C 3.12430 1.91384 4.97203 -0.1 -0.1 0.0
O 4.24733 2.35503 5.00661 0.0 0.0 0.0
C 2.83810 0.66974 4.16117 0.1 0.0 -0.1
C 3.43282 -0.55033 4.46474 0.0 0.0 -0.1
C 3.22744 -1.61099 3.59817 0.1 0.1 0.1
C 2.47733 -1.41261 2.45296 -0.1 -0.1 -0.1
N 1.91713 -0.23741 2.13332 -0.1 0.1 -0.3
C 2.09412 0.77032 3.00404 0.0 0.2 0.0
H 2.21967 3.24381 6.20913 0.0 0.0 0.0
H 1.17669 1.99078 5.66114 0.0 -0.1 0.0
H 4.03949 -0.66233 5.35435 0.0 0.0 0.0
H 3.65923 -2.58224 3.79467 0.0 0.0 0.0
H 2.32171 -2.22635 1.76174 -0.1 0.0 0.1
H 1.62750 1.71712 2.76138 0.0 0.0 0.0
Te -3.84643 -2.44347 -0.60652 -0.2 -0.4 0.2
C -4.19060 -4.36514 -1.42453 -0.1 0.2 0.0
C -4.11322 -5.51151 -0.64559 0.0 0.0 0.1
C -4.32845 -6.75197 -1.22972 0.0 0.0 0.0
C -4.60556 -6.84672 -2.58678 0.0 0.0 0.0
C -4.67305 -5.69823 -3.36222 0.0 0.0 0.0
C -4.47012 -4.45312 -2.78365 0.0 0.1 0.1
C -4.87002 -2.62607 1.24750 0.1 0.1 -0.4
C -6.08767 -1.97122 1.42097 0.0 0.0 0.0
C -6.75319 -2.05420 2.63901 0.0 0.1 0.0
C -6.21193 -2.79940 3.67802 0.0 0.0 0.0
C -4.99679 -3.44954 3.50602 0.0 0.0 0.0
C -4.31944 -3.35251 2.29763 0.1 0.0 0.0
H -3.90487 -5.44622 0.41524 0.0 0.0 0.0
H -4.28351 -7.64442 -0.61920 0.0 0.0 0.0
H -4.77733 -7.81497 -3.03709 0.0 0.0 0.0
H -4.90629 -5.76748 -4.41649 0.0 0.0 0.0
H -4.54893 -3.55648 -3.38658 0.0 0.0 0.0
H -6.53709 -1.42670 0.59886 0.0 0.0 0.0
H -7.70700 -1.55793 2.76436 0.0 0.0 0.0
H -6.74456 -2.88402 4.61594 0.0 0.0 0.0
H -4.57994 -4.03820 4.31320 0.0 0.0 0.0
H -3.36266 -3.84608 2.17111 0.0 0.0 0.0
C 1.80666 -0.47347 -4.19996 0.1 -0.1 0.0
C 2.31867 -1.46609 -3.16090 -0.2 0.3 0.1
P 2.55409 -0.86380 -1.42953 0.5 -0.4 -0.1
C 4.03514 0.24587 -1.51030 -0.2 0.0 0.0
C 5.32148 -0.31957 -2.10874 0.0 0.0 0.0
C 3.21269 -2.40618 -0.63148 -0.1 0.1 0.0
C 3.90295 -3.45733 -1.50275 0.0 0.0 0.0
H 1.78722 -0.95679 -5.17620 0.0 0.0 0.0
H 2.45876 0.39762 -4.28647 0.0 0.0 0.0
H 0.79390 -0.13709 -3.97973 0.0 0.0 0.0
H 3.28791 -1.85353 -3.47155 0.0 -0.1 0.0
H 1.63814 -2.31733 -3.09203 0.1 0.0 0.0
H 4.21047 0.55193 -0.47274 0.0 0.0 0.0
H 3.73885 1.14151 -2.06593 0.0 0.0 0.1
H 5.70093 -1.15777 -1.52785 0.0 0.0 0.0
H 6.08922 0.45349 -2.10415 0.0 0.0 0.0
H 5.18542 -0.63720 -3.14179 0.0 0.0 0.0
H 2.36028 -2.88533 -0.14109 0.0 0.0 0.0
H 3.89280 -2.05891 0.15133 0.0 0.0 0.0
H 3.20188 -3.94026 -2.18164 0.0 0.0 0.0
H 4.30926 -4.23089 -0.85147 0.0 0.0 0.0
H 4.72755 -3.05602 -2.08685 0.0 0.0 0.0
N 3.48379 3.37076 0.38330 0.2 -0.1 -0.1
C 2.18435 3.20095 0.54836 0.2 0.3 0.1
O 1.66381 2.08168 0.35929 -0.5 -0.4 0.0
C 1.43940 4.43842 0.99940 -0.3 -0.2 -0.1
I -0.63533 4.41303 0.53812 0.1 -0.1 0.0
H 4.07457 2.59206 0.12969 -0.1 0.0 0.0
H 3.93638 4.25395 0.56460 -0.1 0.0 0.0
H 1.84853 5.32335 0.52011 0.1 0.0 0.0
H 1.53164 4.55386 2.07898 0.0 -0.1 0.0
N -0.40282 -2.60485 2.41302 0.1 0.0 0.0
C -0.44088 -2.88292 1.09700 -0.1 0.1 0.0
C -0.60146 -4.22827 0.69708 0.0 -0.1 -0.1
C -0.65638 -4.54915 -0.62839 0.0 0.0 0.1
C -0.58713 -3.51687 -1.57339 0.1 0.1 -0.2
C -0.42706 -2.23981 -1.12230 0.0 0.0 0.0
N -0.31252 -1.88379 0.18923 0.4 0.0 0.1
H -0.55181 -3.34581 3.07545 0.0 0.0 0.0
H -0.42200 -1.65462 2.74679 -0.1 0.1 0.0
H -0.66476 -4.99052 1.46284 0.0 0.0 0.0
H -0.77790 -5.57697 -0.94293 0.0 0.0 0.0
H -0.66942 -3.72325 -2.63125 0.0 0.0 0.0
H -0.39486 -1.41517 -1.83302 0.0 0.0 0.0
```
Positions in Å, forces in eV/Å.

## Properties
charge: +3
lowest unoccupied orbital energy: -8.3356 eV

Atom charges from the Mulliken analysis, given in e for atoms 1 to 6: number 1, Sc, carries -0.6815; number 2, C, carries -2.0680; number 3, C, carries 0.7541; number 4, N, carries 0.7715; number 5, N, carries -0.3557; number 6, C, carries 0.4085

Entry 2:
The following is a DFT calculation (ωB97M-V with the def2-TZVPD basis set) of a molecular structure, C25H26F3N7OPtS in a non-equilibrium geometry.

Structure (XYZ):
```
64
Properties=species:S:1:pos:R:3:forces:R:3
Pt 0.09045 0.27750 -0.16018 -0.1 -2.3 1.8
O -1.74399 -2.55022 2.36131 0.1 0.0 0.1
C -1.51123 -1.67506 1.55936 -0.3 0.1 -0.2
N -0.31742 -1.49464 0.95541 0.8 1.3 -1.1
C 0.77383 -2.32946 1.38178 -0.1 -0.6 0.1
C 2.05431 -1.89308 0.76572 -0.1 -0.2 0.2
C 3.25875 -2.50673 1.08689 0.1 0.1 -0.2
C 4.42441 -2.07545 0.47865 -0.1 0.0 0.0
C 4.36268 -1.04015 -0.44829 -0.2 -0.1 0.0
C 3.13594 -0.47220 -0.71538 0.3 0.3 -0.4
N 2.01467 -0.89380 -0.12175 -1.1 1.5 -0.3
C -2.55400 -0.70496 1.10267 -0.3 -0.3 0.3
C -3.86082 -0.83727 1.53731 0.1 0.1 -0.1
C -4.80669 0.06724 1.07966 0.0 0.0 0.0
C -4.41320 1.06624 0.20083 0.1 -0.1 0.0
C -3.08297 1.13694 -0.17922 -0.2 0.4 -0.2
N -2.18737 0.26557 0.27220 1.7 0.5 -0.5
H 0.57128 -3.36954 1.09012 0.1 0.0 0.1
H 0.84986 -2.34745 2.47606 0.0 0.1 -0.1
H 3.27405 -3.31373 1.80583 -0.1 0.0 0.0
H 5.37057 -2.54064 0.71778 0.0 0.0 0.0
H 5.24890 -0.68174 -0.94970 0.0 0.1 0.0
H 3.03507 0.34015 -1.42249 0.0 0.0 0.0
H -4.09779 -1.64117 2.21968 0.0 0.0 0.0
H -5.83523 -0.00564 1.40470 0.0 0.0 0.0
H -5.11751 1.78976 -0.18182 0.0 0.0 0.0
H -2.73610 1.90984 -0.85207 0.1 0.0 0.0
F 1.57076 5.87022 2.76995 0.0 -0.1 0.0
C 1.03572 5.01682 1.90262 0.0 0.2 -0.1
F 1.42799 5.37746 0.66940 0.0 -0.1 0.0
F -0.29930 5.15569 1.94866 0.0 -0.1 0.0
C 1.43422 3.59111 2.20429 0.1 0.0 0.2
C 2.25119 3.28622 3.28185 -0.2 0.0 -0.2
C 2.57394 1.95813 3.53631 -0.1 0.0 -0.1
C 2.04267 0.98164 2.71628 0.3 -0.5 0.4
N 1.26663 1.27519 1.67701 -1.4 0.0 -1.0
C 0.97109 2.54707 1.40732 0.2 0.2 0.2
S -0.02354 2.72160 -0.00560 0.0 -0.7 -1.2
H 2.61817 4.08290 3.91348 0.0 0.0 0.0
H 3.21516 1.69477 4.36364 0.0 -0.1 0.0
H 2.23777 -0.06815 2.89663 0.0 0.0 0.0
C 0.85981 1.90154 -5.53399 -0.1 0.0 0.1
C 0.35559 2.66497 -4.32243 0.0 0.0 -0.3
N 0.22513 1.73532 -3.20994 0.0 -0.1 0.0
C -0.08844 0.43469 -3.34215 0.2 0.7 0.2
N -0.21642 -0.29602 -2.23466 -0.2 0.2 2.0
C -0.55024 -1.70883 -2.32564 0.0 -0.4 0.0
C -1.38879 -1.98681 -3.56344 0.2 0.2 0.0
C -0.63462 -1.47690 -4.77580 -0.1 -0.2 0.1
N -0.23439 -0.08666 -4.56701 0.0 -0.1 0.3
C -0.05911 0.71842 -5.77658 0.0 0.3 -0.2
H 1.87978 1.55404 -5.35967 0.0 0.0 0.0
H 0.86615 2.54925 -6.40824 0.0 0.0 0.0
H -0.61073 3.12759 -4.54497 0.0 0.0 0.0
H 1.04945 3.45249 -4.03335 0.0 0.0 0.0
H 0.26472 2.09602 -2.27044 0.1 0.0 0.0
H -1.09362 -1.99597 -1.42588 0.0 0.0 -0.1
H 0.37501 -2.29840 -2.35694 -0.1 0.0 0.0
H -2.34786 -1.47148 -3.48151 0.0 0.0 0.0
H -1.57621 -3.05525 -3.64995 0.0 0.0 0.0
H -1.26637 -1.51492 -5.66379 0.0 0.1 0.0
H 0.25186 -2.09133 -4.96412 0.0 0.0 0.0
H -1.03965 1.06737 -6.11684 0.0 -0.1 0.0
H 0.35295 0.07235 -6.55212 0.0 -0.1 0.1
```
Positions in Å, forces in eV/Å.

## Properties
charge: +2
lowest unoccupied orbital energy (alpha / beta): -8.2562 / -8.2555 eV

Atom charges from the Mulliken analysis, given in e for atoms 1 to 6: number 1, Pt, carries 4.2000; number 2, O, carries -0.6430; number 3, C, carries -0.3043; number 4, N, carries -0.8254; number 5, C, carries -0.8923; number 6, C, carries 0.2281

Entry 3:
The following is a DFT calculation (ωB97M-V with the def2-TZVPD basis set) of 2 unconnected molecules or ions with the total composition C2H11N5.

Structure (XYZ):
```
18
Properties=species:S:1:pos:R:3:forces:R:3
N -0.77361 0.35866 2.15311 0.0 0.1 0.0
C -0.13101 -0.65995 1.74076 0.1 -0.1 -0.3
N 1.23508 -0.70025 1.46164 -0.1 -0.1 0.2
N -0.81738 -1.80569 1.38716 0.1 0.0 0.1
H -0.15831 1.15567 2.28647 0.0 0.0 0.0
H 1.75876 -0.03189 1.99951 0.2 0.0 0.0
H 1.66972 -1.61202 1.42939 0.0 0.1 0.0
H -0.35096 -2.68682 1.54385 -0.1 0.1 0.0
H -1.77493 -1.76211 1.69703 0.0 -0.2 0.0
N 1.10213 0.41432 -1.63775 -0.1 0.1 0.0
C -0.21960 0.52524 -2.25124 0.3 0.2 0.0
N -1.19051 1.41732 -1.64106 -0.2 -0.2 0.3
H 1.57154 1.31145 -1.64701 0.0 0.1 -0.1
H 0.99850 0.15750 -0.66290 0.1 -0.1 0.1
H -0.07399 0.83978 -3.28486 -0.1 0.0 0.0
H -0.64451 -0.47601 -2.26162 -0.1 0.0 0.0
H -1.31179 1.17447 -0.66227 -0.1 -0.1 0.0
H -0.88913 2.38033 -1.65020 0.2 0.1 -0.2
```
Positions in Å, forces in eV/Å.

## Properties
structure (SMILES): N=C(N)N.NCN
lowest unoccupied orbital energy: 0.6032 eV

Atom charges from the Mulliken analysis, given in e for atoms 1 to 6: number 1, N, carries -0.7249; number 2, C, carries 0.5578; number 3, N, carries -0.5018; number 4, N, carries -0.4645; number 5, H, carries 0.2234; number 6, H, carries 0.1982

Entry 4:
The following is a DFT calculation (ωB97M-V with the def2-TZVPD basis set) of a single C4H8O2 molecule.

Structure (XYZ):
```
14
Properties=species:S:1:pos:R:3:forces:R:3
O 0.95354 -1.10413 -1.01626 0.0 -0.2 -0.1
C 0.49735 0.19721 -0.99905 0.0 0.3 0.1
C -0.96105 0.28686 -0.52177 -0.1 0.0 -0.1
C -1.02508 -0.32611 0.90240 -0.1 0.1 0.0
O 0.24472 -0.86210 1.26966 0.1 0.1 -0.1
C 1.41325 0.57030 0.09560 -0.1 0.0 0.1
H 0.54857 -1.36256 0.42721 0.0 0.0 0.1
H 0.65434 0.75499 -1.93640 0.0 0.0 0.1
H -1.57237 -0.28188 -1.22809 0.1 0.1 0.1
H -1.31593 1.32477 -0.53015 0.1 -0.1 0.0
H -1.78712 -1.11411 0.95716 0.2 0.1 0.0
H -1.28228 0.42780 1.65505 0.1 -0.1 -0.1
H 1.16673 1.13283 0.99240 0.0 -0.1 -0.1
H 2.46532 0.35614 -0.06775 -0.2 0.0 0.0
```
Positions in Å, forces in eV/Å.

## Properties
lowest unoccupied orbital energy (alpha / beta): -0.6782 / -0.6782 eV

Atom charges from the Mulliken analysis, given in e for atoms 1 to 6: number 1, O, carries -0.7208; number 2, C, carries -0.1122; number 3, C, carries -0.4855; number 4, C, carries -0.4206; number 5, O, carries -0.6022; number 6, C, carries -0.2283

Entry 5:
The following is a DFT calculation (ωB97M-V with the def2-TZVPD basis set) of 2 unconnected molecules or ions with the total composition C3H7IN in a non-equilibrium geometry.

Structure (XYZ):
```
12
Properties=species:S:1:pos:R:3:forces:R:3
C 0.04081 -0.91151 -0.93371 -1.9 0.2 -0.6
C -0.08194 0.36313 -0.00080 -0.8 -0.5 -0.2
C 1.14427 -0.34094 -0.23999 0.6 -0.8 2.4
N 2.31680 -0.34914 0.28469 0.7 1.1 1.2
I -4.45049 -0.00711 0.14184 -0.1 0.1 0.0
H -0.55222 -1.76665 -0.57936 1.0 0.1 0.6
H -0.15765 -0.93557 -2.00400 0.7 0.7 -0.1
H -0.07864 1.34710 -0.39334 -0.1 0.8 -1.0
H -0.75410 0.37337 0.88748 1.0 -0.7 -0.4
H -5.39847 1.29431 0.11992 0.1 -0.1 0.0
H 3.10946 -1.00221 0.09548 -1.1 0.6 -0.1
H 2.46852 0.38383 1.07219 -0.1 -1.7 -1.9
```
Positions in Å, forces in eV/Å.

## Properties
charge: +1
lowest unoccupied orbital energy: -5.2155 eV

Atom charges from the Mulliken analysis, given in e for atoms 1 to 6: number 1, C, carries -0.4558; number 2, C, carries -0.6029; number 3, C, carries 0.5627; number 4, N, carries -0.2874; number 5, I, carries -0.1125; number 6, H, carries 0.2663

The evaluated ΔE to the lowest compared entry with this formula, charge and spin for the records listed, in turn: 0.520 1.954 0.129 4.680 2.471 eV.